i:
Entry from the Open Molecules 2025 dataset: one molecule with the formula C22H31N3O4S (ωB97M-V/def2-TZVPD).

The geometry in XYZ format:
```
61
Properties=species:S:1:pos:R:3:lowdin_charge:R:1
C 8.356 1.406 -0.968 -0.1105
C 7.595 1.940 0.240 -0.2679
C 6.318 1.154 0.535 -0.1929
C 5.271 1.288 -0.574 -0.1605
N 4.014 0.664 -0.210 -0.0899
C 3.089 1.458 0.561 -0.0389
C 3.803 -0.611 -0.581 -0.4284
O 4.673 -1.301 -1.094 0.0594
C 2.444 -1.195 -0.336 -0.0413
C 2.401 -2.449 0.180 0.0276
N 1.272 -3.162 0.389 -0.0808
C 1.357 -4.487 0.957 -0.0216
C 0.056 -2.624 0.035 -0.1305
C -1.146 -3.319 0.253 0.0101
C -2.348 -2.763 -0.118 -0.0354
C -2.381 -1.513 -0.723 -0.2577
S -3.982 -0.840 -1.156 0.6841
O -3.797 0.280 -2.034 -0.2723
O -4.825 -1.915 -1.593 -0.2805
N -4.500 -0.393 0.379 -0.2343
C -5.928 -0.490 0.604 -0.1973
C -6.678 0.700 0.009 -0.1477
C -6.132 2.011 0.578 -0.3877
C -6.853 3.213 -0.022 -0.0706
C -4.629 2.080 0.298 -0.1531
C -3.921 0.846 0.857 -0.1896
C -1.222 -0.817 -0.949 0.0228
C 0.012 -1.351 -0.567 -0.0372
C 1.229 -0.553 -0.814 -0.3341
O 1.188 0.531 -1.376 0.0659
H 7.791 1.555 -1.883 0.0664
H 8.550 0.343 -0.853 0.0763
H 9.309 1.921 -1.070 0.0675
H 7.343 2.991 0.076 0.1048
H 8.242 1.889 1.118 0.1026
H 6.558 0.097 0.658 0.1152
H 5.892 1.514 1.476 0.1046
H 5.629 0.785 -1.474 0.1187
H 5.081 2.341 -0.798 0.1331
H 2.466 0.817 1.184 0.0961
H 2.439 2.046 -0.091 0.0890
H 3.653 2.130 1.209 0.0889
H 3.329 -2.931 0.455 0.1439
H 0.829 -4.533 1.912 0.1009
H 0.929 -5.225 0.276 0.1024
H 2.402 -4.738 1.125 0.0946
H -1.139 -4.294 0.711 0.1034
H -3.279 -3.284 0.034 0.1202
H -6.252 -1.423 0.143 0.1102
H -6.091 -0.546 1.686 0.1303
H -6.538 0.689 -1.074 0.1228
H -7.744 0.605 0.222 0.1206
H -6.288 2.010 1.665 0.1414
H -7.920 3.162 0.185 0.0758
H -6.465 4.140 0.395 0.0761
H -6.712 3.236 -1.100 0.0834
H -4.463 2.113 -0.779 0.1063
H -4.198 2.977 0.746 0.1214
H -2.868 0.843 0.568 0.1126
H -3.983 0.834 1.952 0.1313
H -1.241 0.147 -1.436 0.1300
```

Its net charge is 0. The SMILES is CCCCN(C)C(=O)c1cn(C)c2ccc(S(=O)(=O)N3CCC(C)CC3)cc2c1=O. The value obtained for the gap between HOMO and LUMO is 0.3186 hartree.

---

ii:
Entry from the Open Molecules 2025 dataset: one molecule with the formula C22H31N3O4S (ωB97M-V/def2-TZVPD).

The geometry in XYZ format:
```
61
Properties=species:S:1:pos:R:3:lowdin_charge:R:1
C -3.213 -3.750 -0.722 -0.1055
C -3.975 -2.450 -0.485 -0.2504
C -4.059 -2.073 0.994 -0.1666
C -2.794 -1.382 1.522 -0.1497
N -2.551 -0.090 0.917 -0.0349
C -3.444 0.982 1.342 -0.0882
C -4.763 1.003 0.613 -0.2179
C -5.963 0.984 1.313 -0.0584
C -7.171 1.001 0.636 -0.0846
C -7.190 1.033 -0.747 -0.0919
C -5.998 1.062 -1.451 -0.0742
C -4.791 1.053 -0.775 -0.0335
C -1.581 0.234 0.024 -0.4233
O -1.516 1.359 -0.440 0.0566
C -0.567 -0.845 -0.356 -0.2182
C 0.101 -0.536 -1.705 -0.1072
C 1.092 0.622 -1.616 -0.1832
N 2.057 0.343 -0.570 -0.2355
S 3.452 1.256 -0.578 0.6832
O 3.827 1.488 -1.940 -0.2692
O 3.375 2.375 0.321 -0.2761
C 4.563 0.070 0.115 -0.1753
C 4.857 -1.203 -0.451 -0.3189
C 4.294 -1.748 -1.704 -0.0101
N 5.709 -1.837 0.306 0.1149
O 6.003 -1.031 1.362 0.0254
C 5.320 0.118 1.255 -0.2759
C 5.477 1.168 2.284 0.0160
C 1.435 0.243 0.729 -0.1863
C 0.509 -0.971 0.737 -0.1059
H -3.732 -4.582 -0.251 0.0741
H -2.207 -3.706 -0.309 0.0580
H -3.134 -3.955 -1.786 0.0726
H -4.988 -2.565 -0.876 0.1103
H -3.508 -1.633 -1.038 0.0944
H -4.225 -2.973 1.590 0.1168
H -4.911 -1.411 1.147 0.0924
H -1.936 -2.035 1.375 0.1038
H -2.908 -1.229 2.602 0.1273
H -2.919 1.922 1.143 0.1337
H -3.610 0.888 2.420 0.1273
H -5.954 0.955 2.394 0.1118
H -8.097 0.986 1.192 0.1016
H -8.132 1.041 -1.275 0.1000
H -6.008 1.099 -2.530 0.1035
H -3.862 1.099 -1.321 0.1087
H -1.087 -1.799 -0.464 0.1126
H -0.663 -0.287 -2.442 0.1257
H 0.627 -1.433 -2.040 0.1179
H 1.650 0.731 -2.546 0.1187
H 0.550 1.552 -1.410 0.1244
H 4.399 -1.004 -2.491 0.0844
H 3.231 -1.940 -1.570 0.0724
H 4.804 -2.667 -1.975 0.0866
H 5.230 0.772 3.268 0.0953
H 4.820 1.998 2.036 0.0714
H 6.509 1.512 2.311 0.0975
H 2.229 0.127 1.470 0.1222
H 0.873 1.157 0.963 0.1362
H 0.055 -1.064 1.725 0.1163
H 1.106 -1.865 0.543 0.1268
```

Its net charge is 0. The SMILES is CCCCN(Cc1ccccc1)C(=O)C1CCN(S(=O)(=O)c2c(C)noc2C)CC1. The value obtained for the gap between HOMO and LUMO is 0.3575 hartree.

---

iii:
Entry from the Open Molecules 2025 dataset: one molecule with the formula C22H31N3O4S (ωB97M-V/def2-TZVPD).

The geometry in XYZ format:
```
61
Properties=species:S:1:pos:R:3:lowdin_charge:R:1
C 5.694 2.574 2.432 -0.0675
C 4.749 2.659 1.239 -0.2388
O 3.455 2.132 1.481 -0.0965
C 3.357 0.738 1.544 -0.4038
C 1.915 0.379 1.156 -0.0755
C 1.740 -1.133 1.040 -0.1605
N 0.401 -1.471 0.592 0.0149
C 0.087 -1.540 -0.730 -0.5445
S 1.383 -1.234 -1.874 1.0548
C 0.590 -1.583 -3.476 -0.3341
C -0.132 -0.354 -4.035 -0.5668
O 0.336 0.311 -4.934 0.0569
N -1.310 -0.133 -3.437 0.0902
C -2.143 1.020 -3.697 -0.2873
C -3.615 0.594 -3.853 -0.1246
C -4.343 1.056 -2.579 -0.1845
C -3.236 1.427 -1.592 -0.1865
C -2.135 1.974 -2.494 -0.1309
N -1.086 -1.811 -1.194 0.0690
C -2.110 -2.043 -0.315 -0.2219
C -3.386 -2.332 -0.811 -0.0190
C -4.425 -2.545 0.066 -0.0661
C -4.222 -2.474 1.444 -0.0708
C -2.972 -2.189 1.945 -0.0019
C -1.905 -1.971 1.071 -0.0648
C -0.579 -1.652 1.581 -0.3452
O -0.290 -1.540 2.754 0.0867
O 3.759 0.203 2.774 -0.0956
C 3.140 0.747 3.940 -0.2426
C 2.237 -0.261 4.641 -0.0594
H 5.268 3.096 3.285 0.0776
H 6.644 3.035 2.172 0.0747
H 5.866 1.536 2.706 0.0710
H 4.568 3.704 0.973 0.1212
H 5.191 2.144 0.374 0.1205
H 4.051 0.273 0.821 0.1666
H 1.231 0.778 1.905 0.1280
H 1.704 0.861 0.201 0.1138
H 1.885 -1.595 2.019 0.1269
H 2.463 -1.549 0.335 0.0930
H -0.088 -2.422 -3.327 0.0821
H 1.409 -1.853 -4.141 0.0834
H -1.558 -0.729 -2.651 0.0875
H -1.740 1.490 -4.598 0.1434
H -3.669 -0.489 -3.970 0.1037
H -4.056 1.043 -4.741 0.1072
H -4.947 1.938 -2.795 0.1063
H -5.002 0.287 -2.181 0.0969
H -3.569 2.152 -0.851 0.1086
H -2.887 0.539 -1.062 0.0889
H -1.159 2.006 -2.011 0.1142
H -2.390 2.981 -2.826 0.1172
H -3.531 -2.387 -1.879 0.1124
H -5.410 -2.768 -0.317 0.1072
H -5.049 -2.644 2.116 0.1040
H -2.785 -2.127 3.006 0.1204
H 2.589 1.653 3.673 0.1226
H 3.958 1.028 4.614 0.1177
H 1.363 -0.512 4.046 0.0418
H 1.902 0.158 5.586 0.0772
H 2.794 -1.173 4.841 0.0810
```

Its net charge is 0. The SMILES is CCOC(CCn1c(SCC(=O)NC2CCCC2)nc2ccccc2c1=O)OCC. The value obtained for the gap between HOMO and LUMO is 0.3299 hartree.

---

Of them, ii has the lowest stability.

---

i:
Entry from the Open Molecules 2025 dataset: a 5-piece molecular cluster, C4H15NO7 overall (ωB97M-V/def2-TZVPD).

The geometry in XYZ format:
```
27
Properties=species:S:1:pos:R:3:lowdin_charge:R:1
C 2.236 1.436 1.102 -0.0135
C 1.115 0.442 0.773 -0.1968
N 0.308 0.020 1.986 0.0899
C -1.022 0.277 2.146 -0.3213
O -1.682 0.800 1.263 0.0103
C 0.169 1.034 -0.324 -0.4918
O -0.464 0.410 -1.128 0.0660
O 0.112 2.365 -0.222 0.1087
H 2.082 2.491 0.890 0.0828
H 3.215 1.015 0.946 0.0794
H 2.102 1.560 2.199 0.0826
H 1.329 -0.555 0.377 0.1100
H 0.858 0.019 2.832 0.1296
H -1.605 -0.173 2.955 0.1425
H -0.684 2.686 -0.664 0.1415
O -0.854 -2.104 -2.225 -0.0674
H -0.934 -1.155 -2.067 -0.0033
H -0.628 -2.467 -1.363 -0.0185
O -1.767 -2.199 0.771 -0.0545
H -2.040 -1.270 0.866 0.0176
H -2.380 -2.426 0.058 0.0575
O 0.630 1.551 -3.091 -0.0444
H -0.124 1.000 -3.293 0.0349
H 1.380 1.092 -2.716 0.0388
O 1.219 -2.587 0.056 -0.0496
H 0.474 -2.736 0.641 0.0220
H 1.214 -3.090 -0.759 0.0470
```

Its net charge is 0. The SMILES is C[C@@H](NC=O)C(=O)O.O.O.O.O. The value obtained for the gap between HOMO and LUMO is 0.3968 hartree.

---

ii:
Entry from the Open Molecules 2025 dataset: a 5-piece molecular cluster, C4H15NO7 overall (ωB97M-V/def2-TZVPD).

The geometry in XYZ format:
```
27
Properties=species:S:1:pos:R:3:lowdin_charge:R:1
C -0.068 1.551 1.516 -0.0825
C 0.896 2.429 0.722 -0.1578
C 1.287 1.667 -0.583 -0.3986
O 2.233 0.900 -0.510 0.0396
N 0.264 1.231 -1.462 0.1474
C -1.045 1.930 -1.488 -0.5751
O -0.961 3.118 -1.313 0.1060
O -2.113 1.199 -1.550 0.1464
H -0.153 1.923 2.553 0.0775
H -1.159 1.673 1.176 0.0964
H 0.160 0.457 1.427 0.0813
H 0.453 3.366 0.416 0.0911
H 1.822 2.668 1.215 0.1054
H 0.428 0.282 -1.866 0.1162
H -1.899 0.195 -1.629 0.1457
O -2.349 -2.549 -0.852 -0.0621
H -1.848 -1.747 -1.078 -0.0204
H -3.264 -2.387 -0.637 0.0330
O -0.373 -1.446 -2.040 -0.0560
H -0.691 -2.010 -2.744 0.0853
H 0.219 -1.873 -1.413 0.0227
O 1.065 -2.259 2.884 -0.0498
H 0.642 -1.643 3.502 0.0492
H 1.981 -2.146 3.140 0.0398
O 1.356 -2.331 -0.052 -0.0295
H 1.611 -2.811 0.726 0.0312
H 1.504 -1.389 -0.061 0.0178
```

Its net charge is 0. The SMILES is CCC(=O)NC(=O)O.O.O.O.O. The value obtained for the gap between HOMO and LUMO is 0.3743 hartree.

---

Of them, i has the lowest stability.

---

i:
Entry from the Open Molecules 2025 dataset: a 3-piece molecular cluster, C2H10O2S2 overall (ωB97M-V/def2-TZVPD).

The geometry in XYZ format:
```
16
Properties=species:S:1:pos:R:3:lowdin_charge:R:1
C -0.531 1.887 0.040 -0.4633
S -0.812 0.612 -1.218 0.4276
S 0.529 -0.842 -0.705 0.4058
C 1.967 -0.325 -1.686 -0.4707
H -1.108 1.669 0.943 0.0319
H -0.897 2.811 -0.404 0.0238
H 0.533 1.983 0.235 0.0250
H 1.634 -0.118 -2.693 0.0175
H 2.716 -1.107 -1.667 0.0268
H 2.408 0.572 -1.247 0.0305
O 2.699 -0.346 2.237 -0.0723
H 2.260 -0.947 1.628 -0.0121
H 2.556 -0.653 3.135 0.0304
O -4.489 -1.377 0.433 -0.0645
H -5.276 -1.713 -0.016 0.0338
H -4.188 -2.105 0.986 0.0298
```

Its net charge is 0. The SMILES is CSSC.O.O. The value obtained for the gap between HOMO and LUMO is 0.3499 hartree.

---

ii:
Entry from the Open Molecules 2025 dataset: a 3-piece molecular cluster, C2H10O2S2 overall (ωB97M-V/def2-TZVPD).

The geometry in XYZ format:
```
16
Properties=species:S:1:pos:R:3:lowdin_charge:R:1
C 2.266 -1.396 -1.504 -0.1636
C 1.085 -0.627 -0.909 -0.5858
S 1.797 0.671 0.188 0.4001
S 0.128 1.834 0.663 0.2985
H 2.383 -2.310 -0.946 0.0676
H 1.965 -1.728 -2.497 0.0751
H 3.146 -0.790 -1.485 0.0413
H 0.436 -0.120 -1.600 0.0446
H 0.418 -1.208 -0.283 0.0490
H -0.514 1.549 -0.472 -0.1917
O -2.694 3.898 1.241 -0.0754
H -2.527 4.796 1.555 0.0373
H -2.106 3.371 1.790 -0.0051
O -1.781 -2.464 1.120 -0.0570
H -2.622 -2.926 1.152 0.0324
H -1.380 -2.551 1.987 0.0329
```

Its net charge is 0. The SMILES is CCSS.O.O. The value obtained for the gap between HOMO and LUMO is 0.3191 hartree.

---

iii:
Entry from the Open Molecules 2025 dataset: a 4-piece molecular cluster, C2H10O2S2 overall (ωB97M-V/def2-TZVPD).

The geometry in XYZ format:
```
16
Properties=species:S:1:pos:R:3:lowdin_charge:R:1
C 0.899 0.842 -0.630 -0.1967
C 0.149 1.647 0.433 -0.6972
S -1.546 1.745 0.012 0.8583
S 1.296 -0.958 2.232 0.4954
H 0.718 -0.211 -0.425 0.0225
H 1.985 0.827 -0.594 0.0803
H 0.539 1.100 -1.622 0.0675
H 0.497 2.686 0.518 0.0775
H 0.232 1.146 1.469 0.0287
H 1.855 -1.237 3.415 -0.2747
H -0.448 -3.178 0.574 0.0344
H 0.102 -1.783 0.803 -0.1730
O -0.253 -2.359 0.109 -0.1118
H -2.678 -0.182 -2.551 0.0265
H -1.571 0.229 -1.486 -0.1337
O -1.777 -0.314 -2.257 -0.1039
```

Its net charge is 0. The value obtained for the gap between HOMO and LUMO is 0.1490 hartree.

---

iv:
Entry from the Open Molecules 2025 dataset: a 4-piece molecular cluster, C2H10O2S2 overall (ωB97M-V/def2-TZVPD).

The geometry in XYZ format:
```
16
Properties=species:S:1:pos:R:3:lowdin_charge:R:1
C 1.455 -0.626 -0.669 -0.5845
S 2.092 1.015 -0.551 0.6785
S -1.394 -0.269 1.254 0.6842
C -0.077 0.719 1.925 -0.5420
H 1.938 -1.040 -1.575 0.0599
H 1.532 -1.315 0.180 0.0483
H 0.382 -0.505 -0.979 0.0068
H 0.594 1.077 1.112 -0.0645
H -0.469 1.522 2.543 0.0422
H 0.522 0.037 2.556 0.0388
H -1.809 -3.389 -1.056 0.0383
H -1.192 -2.466 -0.038 -0.0474
O -1.196 -2.647 -0.990 -0.0963
H -0.369 1.489 -0.910 -0.0640
H -1.613 0.799 -0.665 -0.0935
O -1.295 1.538 -1.195 -0.1050
```

Its net charge is 0. The value obtained for the gap between HOMO and LUMO is 0.1787 hartree.

---

Of them, iii has the lowest stability.

---

i:
Entry from the Open Molecules 2025 dataset: a 2-piece molecular cluster, C2H9N2O overall (ωB97M-V/def2-TZVPD).

The geometry in XYZ format:
```
14
Properties=species:S:1:pos:R:3:lowdin_charge:R:1
C -1.609 1.245 1.707 -0.4704
O -0.356 1.492 1.199 -0.4799
H -2.426 1.464 0.983 0.0310
H -1.711 0.144 1.905 0.0260
H -1.832 1.756 2.655 0.0183
N 2.126 -0.882 -0.867 -0.0239
C 0.788 -1.008 -1.479 -0.4033
N -0.273 -0.271 -0.852 -0.0286
H 2.187 0.054 -0.487 0.0527
H 2.229 -1.572 -0.136 0.0376
H 0.844 -0.705 -2.529 0.0803
H 0.485 -2.059 -1.470 0.0854
H -0.297 -0.402 0.160 0.0339
H -0.154 0.743 -0.790 0.0409
```

Its net charge is -1. The value obtained for the gap between HOMO and LUMO is 0.2433 hartree.

---

ii:
Entry from the Open Molecules 2025 dataset: a 2-piece molecular cluster, C2H9N2O overall (ωB97M-V/def2-TZVPD).

The geometry in XYZ format:
```
14
Properties=species:S:1:pos:R:3:lowdin_charge:R:1
C 1.626 -2.089 0.392 -0.3853
O 0.665 -1.128 0.135 -0.4331
H 2.637 -1.643 0.396 0.0364
H 1.387 -2.680 1.293 0.0333
H 1.709 -2.789 -0.480 0.0329
N -1.835 0.396 -0.153 -0.0402
C -0.952 1.540 0.081 -0.4390
N 0.384 1.414 -0.497 -0.0592
H -2.649 0.424 0.448 0.0287
H -1.258 -0.447 -0.001 0.0233
H -1.428 2.444 -0.323 0.0748
H -0.803 1.709 1.161 0.0817
H 0.744 0.406 -0.249 0.0185
H 0.280 1.434 -1.508 0.0272
```

Its net charge is -1. The value obtained for the gap between HOMO and LUMO is 0.2790 hartree.

---

Of them, i has the lowest stability.